Entry from the Open Molecules 2025 dataset: a gas-phase ion, C4H8NO2S (charge +1) in a non-equilibrium geometry (the ωB97M-V functional and the def2-TZVPD basis).

Positions of all 16 atoms, in Å:
C: -0.74234 -0.02851 0.75654
C: -0.00980 -1.26112 0.33558
C: 0.07179 1.26459 0.27328
C: 1.14059 -0.66379 -0.51823
N: 1.41589 0.74554 -0.05172
O: -2.78987 1.35032 -0.20519
O: -2.94753 -1.17976 -0.00712
S: -2.25447 0.03727 -0.05345
H: 0.41456 -1.83673 1.26673
H: -0.56181 -2.03783 -0.17129
H: -0.27679 1.79822 -0.59138
H: 0.17368 2.01964 1.08181
H: 2.04829 -1.39045 -0.55760
H: 0.53068 -0.69746 -1.52004
H: 1.80120 1.21383 -0.82135
H: 1.98593 0.66625 0.78343

The spin multiplicity is 1. The calculation puts the energy above the lowest of the compared OMol25 structures with the same formula, charge and spin at 41.2 kcal per mole. Its SMILES is O=S(=O)=C1CC[NH2+]C1. The HOMO energy (alpha / beta) comes out at -13.72 / -13.72 eV. Its HOMO-LUMO gap (alpha / beta) is 8.571 / 8.570 eV. The net charge is +1. The calculation puts the max |F| at 4.42 eV/A.